DFT (the ωB97M-V functional and the def2-TZVPD basis) results for an isolated molecule of C4H3PS.

The geometry in XYZ format:
```
9
Properties=species:S:1:pos:R:3
S 1.76747 1.43413 0.16775
C 2.09788 -0.14804 -0.40488
C 1.30783 -1.14079 -0.67707
P -0.15885 -1.42258 0.36550
C -0.32784 0.34494 0.82559
C -1.15140 -0.04529 -0.40117
H -0.65645 0.61191 1.83342
H -2.17697 0.08589 -0.45835
H -0.70167 0.27984 -1.25080
```

Calculated values
HOMO-LUMO gap: 6.7 eV
SMILES: S=C=C=P1=CC1
HOMO energy: -8.51 eV
2S+1: 1
total energy: -24313.9271 eV
net charge: 0